Record 1
Formula: C8H11F3N2O2
Source: the Open Molecules 2025 dataset
Level of theory: ωB97M-V with the def2-TZVPD basis set

Properties
HOMO (alpha / beta) = -0.3029 / -0.2789 Ha
E_tot = -870.734952 Eh
orbital gap (alpha / beta) = 7.32 / 7.15 eV
total charge = 0

Structure (XYZ):
```
26
Properties=species:S:1:pos:R:3:forces:R:3
C -0.4232 2.3155 -1.3202 4.22 1.87 -0.21
C -1.6552 2.2135 -1.0190 -1.23 -1.05 0.60
C 0.6145 -0.8300 -0.2725 1.64 0.51 1.40
C 1.9692 -0.9895 -0.2299 -0.90 -0.29 -1.83
C 2.5963 -1.8702 -1.2766 -0.84 -1.44 1.91
C -1.7566 0.6974 2.0575 -2.21 3.19 -2.20
C -1.4495 0.0308 0.6975 -0.31 2.72 1.95
C -2.4300 -0.8120 -0.0338 1.86 -1.03 0.40
N -0.0982 -0.1458 0.6283 0.14 -0.24 0.19
N 2.8369 -0.2085 0.5314 -1.38 -0.05 0.14
O 2.3123 0.6101 1.3453 1.07 -0.60 -0.35
O 4.0184 -0.3629 0.3052 0.70 0.75 0.89
F -2.2518 -0.7091 -1.3464 0.42 -0.74 -0.85
F -2.1979 -2.1323 0.3688 -0.25 0.53 -0.78
F -3.6869 -0.5817 0.1698 -1.33 0.62 0.91
H 0.2304 3.2585 -1.7122 -2.12 -1.72 0.37
H 0.4088 1.6026 -1.0057 -1.36 0.30 -0.20
H -2.7027 2.4888 -1.0610 0.59 0.21 -0.04
H 0.2077 -1.3335 -1.0825 -1.52 -0.74 -1.05
H 3.0129 -2.7302 -0.7278 -0.45 -0.33 -0.51
H 2.0571 -2.1480 -2.1807 -0.59 0.00 0.53
H 3.4519 -1.4260 -1.5728 2.79 1.70 -1.33
H -1.1383 1.5889 2.2606 0.40 -0.67 -0.41
H -2.7704 1.1861 2.2673 0.87 -1.00 -1.19
H -1.6920 0.0511 2.8298 0.70 -2.42 2.56
H 0.5364 0.2367 1.3797 -0.91 -0.07 -0.90
```
Positions in Å, forces in eV/Å.

Results of the Löwdin charge analysis, in e, for atoms 1 through 5: atom 1 (C): -0.136, atom 2 (C): 0.036, atom 3 (C): -0.035, atom 4 (C): -0.202, atom 5 (C): -0.025



Record 2
Formula: C8H11FN2O
Source: the Open Molecules 2025 dataset
Level of theory: ωB97M-V with the def2-TZVPD basis set

Properties
HOMO = -0.2985 Ha
SMILES = C=C(C)/C=C\N=C(/F)NC(C)=O
E_tot = -595.964993 Eh
orbital gap = 8.75 eV
total charge = 0
relative energy (zero: lowest compared OMol25 entry of this formula, charge and spin) = 2.176 eV

Structure (XYZ):
```
23
Properties=species:S:1:pos:R:3:forces:R:3
C -1.0032 2.1274 -1.0974 0.06 -1.58 2.87
C -1.7291 1.7842 0.0221 2.38 0.45 -2.71
C 0.2326 1.4376 -1.4077 0.39 -0.35 1.24
C 0.1417 -1.7989 0.9138 -0.51 0.15 -2.11
C 1.1143 1.3481 -0.4122 1.73 -0.05 -0.39
C -0.4082 0.4795 1.4547 0.28 0.00 0.59
C 0.2469 0.5147 -2.6115 0.09 0.69 1.02
C 0.4979 -3.1427 1.4882 -1.88 -1.20 -0.32
N -1.3522 0.6519 0.7223 -3.05 0.81 -0.96
N 0.0514 -0.7545 1.7659 2.15 0.44 4.25
O -0.0712 -1.5519 -0.2574 0.11 -1.58 0.17
F 0.2239 1.4256 2.1660 0.24 0.31 0.65
H -1.3442 2.7917 -1.7846 -1.42 2.10 -1.65
H -2.6331 2.3176 0.1293 -1.15 -0.11 0.77
H 1.8632 0.5793 -0.4874 0.63 -0.19 -0.31
H 1.2845 1.9570 0.4834 -0.79 0.06 -0.82
H -0.5177 0.9731 -3.2454 0.21 -0.72 -0.54
H -0.0966 -0.4401 -2.1326 0.43 0.48 -1.22
H 1.2613 0.5178 -3.0897 -1.08 -0.42 0.36
H 0.3004 -3.8870 0.6746 0.83 0.71 0.52
H 1.5324 -3.1130 1.8213 -0.05 -0.41 0.22
H -0.2601 -3.5006 2.2716 1.38 0.98 -0.59
H 0.6650 -0.7168 2.6125 -0.96 -0.57 -0.99
```
Positions in Å, forces in eV/Å.

Results of the Löwdin charge analysis, in e, for atoms 1 through 5: atom 1 (C): -0.063, atom 2 (C): -0.067, atom 3 (C): -0.373, atom 4 (C): -0.504, atom 5 (C): 0.013



Record 3
Formula: C8H11FN2O2
Source: the Open Molecules 2025 dataset
Level of theory: ωB97M-V with the def2-TZVPD basis set

Properties
HOMO = -0.3332 Ha
SMILES = FCc1cc(OC[C@@H]2CCN2)on1
E_tot = -671.179690 Eh
orbital gap = 9.82 eV
total charge = 0
relative energy (zero: lowest compared OMol25 entry of this formula, charge and spin) = 2.307 eV

Structure (XYZ):
```
24
Properties=species:S:1:pos:R:3:forces:R:3
C -4.5582 0.0247 -0.0819 0.60 2.58 -0.45
C -3.0802 0.5191 0.0709 -1.58 -1.24 -0.84
C -1.9687 -0.3532 0.0596 1.17 2.38 -0.01
C -0.9071 0.5550 0.0097 -1.25 -1.48 -0.03
C 0.8818 -0.9951 -0.1484 -0.55 -0.55 -0.51
C 2.3985 -0.9817 -0.1163 -0.75 2.58 0.30
C 2.9753 -0.0879 1.0387 0.50 -0.42 -0.73
C 3.1925 0.9995 -0.0188 0.57 -0.16 -0.50
H -4.9820 0.2622 -1.0832 0.59 0.30 0.52
H -5.2145 0.5036 0.6639 0.28 -0.33 -0.07
H -1.9976 -1.3973 0.0692 0.20 -1.16 0.09
H 0.5689 -1.3253 -1.1639 0.05 0.37 0.38
H 0.4070 -1.7322 0.5316 0.24 0.77 0.17
H 2.7773 -1.9641 -0.2435 0.43 -0.93 -0.18
H 2.2825 0.1622 1.8039 -0.63 0.11 0.70
H 3.9072 -0.4308 1.4953 -0.19 -0.15 -0.18
H 4.2295 1.3674 -0.0670 -0.39 -0.01 -0.13
H 2.4958 1.8201 -0.0166 -0.14 0.44 0.42
H 2.0568 0.3488 -1.6727 0.37 0.18 0.03
N 2.8541 0.0545 -1.1138 0.30 -0.98 0.19
N -2.7552 1.7660 0.0088 -0.90 0.65 -0.27
O 0.4160 0.3820 0.0569 -0.47 -0.39 -0.13
O -1.3879 1.8104 -0.0855 1.54 -0.72 0.65
F -4.5920 -1.3080 0.0032 0.03 -1.82 0.59
```
Positions in Å, forces in eV/Å.

Results of the Löwdin charge analysis, in e, for atoms 1 through 5: atom 1 (C): -0.160, atom 2 (C): -0.264, atom 3 (C): 0.057, atom 4 (C): -0.310, atom 5 (C): -0.117



Record 4
Formula: C8H11FN2O4P
Source: the Open Molecules 2025 dataset
Level of theory: ωB97M-V with the def2-TZVPD basis set

Properties
HOMO = -0.4760 Ha
E_tot = -1162.797482 Eh
orbital gap = 7.39 eV
total charge = +1
relative energy (zero: lowest compared OMol25 entry of this formula, charge and spin) = 2.269 eV

Structure (XYZ):
```
27
Properties=species:S:1:pos:R:3:forces:R:3
C 0.9676 -1.2756 1.8169 -0.12 0.34 1.11
P -0.0962 -0.2680 0.5935 0.45 -0.19 -0.89
O 0.1714 1.4023 0.8782 -1.50 -1.46 0.68
C -1.8738 -0.6800 1.1578 -0.38 -1.20 0.41
C -2.4517 -2.0222 0.7651 -3.70 2.42 2.85
C -3.8575 -2.1683 1.3359 3.28 2.55 -0.43
C -4.3859 -0.9777 2.1030 -1.00 -0.46 0.06
N -3.8043 0.2421 2.3843 -0.67 -4.21 -1.63
N -2.5780 0.2647 1.8892 1.78 -0.57 -1.06
H 1.9402 -0.7166 2.0324 -1.34 -0.61 -0.43
H 0.4313 -1.4505 2.8162 0.89 0.20 -1.44
H 1.2429 -2.2677 1.3298 -0.55 1.38 0.48
H -0.6084 1.9043 0.5460 0.93 -0.23 -0.05
H -1.9466 -2.8173 0.1477 -0.44 1.26 0.80
H -4.5030 -3.0834 1.1900 0.89 1.28 0.24
H -5.4538 -1.0831 2.5043 1.80 0.30 -0.60
H -2.0760 1.1517 2.0921 -0.35 -0.84 -0.07
C 2.5861 2.2285 -2.9540 -0.11 0.93 -0.24
C 2.1026 1.0655 -2.1457 -0.28 -0.49 -0.32
O 3.1127 0.0980 -2.3334 -0.03 0.60 0.31
C 4.2606 0.8062 -2.5455 1.75 -0.34 -0.19
O 5.3553 0.3425 -2.4768 -0.89 0.31 -0.06
O 3.9978 2.1116 -2.8374 -0.15 -0.58 0.24
F 0.9395 0.5759 -2.6436 -0.25 -0.08 0.16
H 2.3007 2.1569 -4.0071 -0.12 -0.20 0.13
H 2.2373 3.1842 -2.5605 0.24 -0.03 0.00
H 1.9892 1.2759 -1.0781 -0.15 -0.06 -0.06
```
Positions in Å, forces in eV/Å.

Results of the Löwdin charge analysis, in e, for atoms 1 through 5: atom 1 (C): -0.248, atom 2 (P): 0.950, atom 3 (O): -0.328, atom 4 (C): -0.287, atom 5 (C): 0.039



Record 5
Formula: C8H11FO
Source: the Open Molecules 2025 dataset
Level of theory: ωB97M-V with the def2-TZVPD basis set

Properties
HOMO (alpha / beta) = -0.2754 / -0.2671 Ha
SMILES = C#C/C(F)=C(/C)OC(C)C
E_tot = -486.311501 Eh
orbital gap (alpha / beta) = 8.11 / 7.51 eV
total charge = 0
relative energy (zero: lowest compared OMol25 entry of this formula, charge and spin) = 6.119 eV

Structure (XYZ):
```
21
Properties=species:S:1:pos:R:3:forces:R:3
C -3.4531 -1.7165 0.8484 -2.70 1.04 -0.29
C -2.2699 -1.8072 1.0636 -1.59 -0.44 -0.26
C -0.9560 -2.1122 1.1067 7.04 4.52 -1.30
C 0.2119 -0.9893 0.6107 -5.59 -4.39 2.65
C 1.5960 -1.4066 0.7227 3.05 -1.15 0.32
C -0.7482 1.9195 -1.4617 1.80 -1.26 -0.93
C 1.5515 1.7049 -0.3079 -3.14 2.05 1.06
C 0.2825 0.9220 -0.7665 1.17 0.37 -2.58
O -0.2792 0.2153 0.3313 -0.36 -0.12 -0.37
F -0.4694 -3.0953 1.9177 -0.46 0.20 -0.58
H -4.5469 -1.4612 0.6942 2.22 -0.63 0.39
H 1.5955 -2.3104 1.4422 0.08 1.41 -1.15
H 2.0544 -1.8609 -0.2949 -0.79 1.39 2.16
H 2.3080 -0.5846 1.2287 -1.55 -1.86 -1.42
H -0.9432 2.8085 -0.9259 0.05 0.93 1.04
H -0.2668 2.2724 -2.4564 -0.99 -0.89 1.49
H -1.7072 1.4275 -1.5831 0.01 -0.20 -0.47
H 2.2701 1.1875 0.2519 0.57 -0.98 0.99
H 1.1397 2.6271 0.3152 1.04 -1.87 -1.05
H 2.0929 2.1054 -1.1125 0.44 0.66 -1.45
H 0.5373 0.1539 -1.6246 -0.30 1.22 1.75
```
Positions in Å, forces in eV/Å.

Results of the Löwdin charge analysis, in e, for atoms 1 through 5: atom 1 (C): 0.120, atom 2 (C): -0.153, atom 3 (C): -0.177, atom 4 (C): -0.233, atom 5 (C): -0.079



Record 6
Formula: C8H11I2NO
Source: the Open Molecules 2025 dataset
Level of theory: ωB97M-V with the def2-TZVPD basis set

Properties
HOMO (alpha / beta) = -0.3136 / -0.3135 Ha
E_tot = -1036.691997 Eh
orbital gap (alpha / beta) = 6.88 / 6.87 eV
total charge = 0
relative energy (zero: lowest compared OMol25 entry of this formula, charge and spin) = 1.010 eV

Structure (XYZ):
```
23
Properties=species:S:1:pos:R:3:forces:R:3
C 0.1102 1.9589 1.2475 -0.01 0.13 0.35
C 1.1829 1.5957 1.9409 -0.12 0.18 0.04
C -0.7304 1.1004 0.3730 -0.21 -0.37 -0.41
C 1.7841 0.2162 1.9162 -0.20 0.02 0.36
C 2.2077 -0.1591 0.5455 -2.04 -0.01 -1.39
C -1.3256 -0.1763 -2.3850 0.09 -0.11 0.16
C -1.5898 -1.7666 -0.4209 0.05 0.15 -0.05
C -0.6458 -0.8228 -1.1688 -0.28 -0.36 -0.33
N -0.1040 0.1742 -0.3275 3.44 -0.18 1.05
O -1.9410 1.2990 0.2706 -0.45 0.42 0.30
I 3.2376 1.2406 -0.6033 -0.05 -0.34 0.18
I 2.4583 -2.1626 0.0593 0.02 0.45 0.16
H -0.2873 2.9581 1.3589 0.02 0.11 0.06
H 1.6775 2.3176 2.5766 -0.03 0.08 0.03
H 2.6405 0.1810 2.6068 -0.02 -0.07 -0.25
H 1.0518 -0.5195 2.2716 0.18 0.00 -0.10
H -2.1644 0.4178 -2.0327 -0.10 0.03 -0.06
H -0.6304 0.4765 -2.9098 0.05 0.02 -0.02
H -1.6771 -0.9458 -3.0697 -0.05 -0.04 -0.07
H -1.0469 -2.3596 0.3146 0.04 -0.03 0.04
H -2.0798 -2.4373 -1.1229 -0.06 -0.13 -0.02
H -2.3432 -1.1735 0.0928 -0.10 -0.03 0.00
H 0.2149 -1.4131 -1.5335 -0.16 0.06 -0.03
```
Positions in Å, forces in eV/Å.

Results of the Löwdin charge analysis, in e, for atoms 1 through 5: atom 1 (C): -0.020, atom 2 (C): -0.159, atom 3 (C): -0.557, atom 4 (C): -0.378, atom 5 (C): -1.197



Record 7
Formula: C8H11N
Source: the Open Molecules 2025 dataset
Level of theory: ωB97M-V with the def2-TZVPD basis set

Properties
HOMO = -0.2871 Ha
SMILES = C1NCC2=C1[C@H]1C[C@@H]2C1
E_tot = -365.964753 Eh
orbital gap = 8.87 eV
total charge = 0
relative energy (zero: lowest compared OMol25 entry of this formula, charge and spin) = 4.716 eV

Structure (XYZ):
```
20
Properties=species:S:1:pos:R:3:forces:R:3
C 1.5821 1.2926 0.1192 1.29 -2.73 1.37
C 1.5765 -1.2253 0.2486 -2.64 1.69 0.26
C 0.2473 -0.6218 -0.1604 0.38 0.40 0.64
C 0.1854 0.7154 -0.0144 -0.12 1.08 -1.73
C -1.3301 1.0791 0.0255 -0.11 -0.28 2.09
C -1.6705 -0.0937 1.1465 0.09 0.94 -2.96
C -1.1041 -1.0593 -0.1377 -5.74 -0.74 2.50
C -1.9239 0.0039 -1.1021 4.24 0.38 0.93
H 1.9125 1.2145 1.2014 -0.67 0.71 -0.66
H 2.0142 2.2890 -0.2415 -0.96 -1.76 -0.20
H 2.2925 -0.1374 -1.4481 -0.08 0.28 3.96
H 1.3438 -1.3213 1.4607 1.84 0.30 -2.76
H 1.7927 -2.2150 -0.2164 0.31 0.97 0.45
H -1.6401 2.2276 0.3484 0.65 -3.02 -1.50
H -2.7464 -0.0329 1.3681 0.24 -0.68 0.11
H -1.0213 -0.1314 2.0062 0.03 0.09 0.41
H -1.4316 -2.1472 0.0759 0.75 1.59 -1.19
H -1.2702 0.0892 -2.0411 -1.70 0.03 0.81
H -2.9911 -0.1191 -1.1806 -0.19 0.05 -0.08
N 2.3383 -0.0374 -0.2977 2.37 0.70 -2.45
```
Positions in Å, forces in eV/Å.

Results of the Löwdin charge analysis, in e, for atoms 1 through 5: atom 1 (C): -0.105, atom 2 (C): -0.146, atom 3 (C): -0.329, atom 4 (C): -0.211, atom 5 (C): -0.155



Record 8
Formula: C8H11N2
Source: the Open Molecules 2025 dataset
Level of theory: ωB97M-V with the def2-TZVPD basis set

Properties
HOMO = -0.4810 Ha
SMILES = C[C@H]1c2cccn2C=[N+]1C
E_tot = -420.638919 Eh
orbital gap = 8.40 eV
total charge = +1
relative energy (zero: lowest compared OMol25 entry of this formula, charge and spin) = 1.661 eV

Structure (XYZ):
```
21
Properties=species:S:1:pos:R:3:forces:R:3
C 3.4367 -0.0174 -0.0087 -4.67 -0.92 -0.11
C 2.4180 -1.0413 0.2779 1.07 -1.86 1.63
C 2.7068 1.0751 -0.2179 2.65 5.34 -0.09
C 1.2013 -0.4588 0.3651 -0.56 0.39 -0.16
C 0.3401 1.6525 0.0408 -3.09 -4.75 -0.06
C -0.2910 -0.5344 0.4456 -0.36 -1.56 1.00
C -0.8162 -1.6131 -0.4914 -0.62 -0.42 -0.26
C -2.1474 1.2100 0.2559 -1.05 -1.23 -0.74
N 1.3955 0.8634 0.0295 0.74 0.91 0.27
N -0.7655 0.8497 0.2690 4.51 2.96 -1.97
H 4.3837 -0.1775 -0.3050 3.21 -0.45 -0.31
H 2.7193 -2.0500 0.6458 -0.67 0.81 -0.79
H 3.0654 2.1805 -0.3073 -0.67 -2.32 -0.27
H 0.4139 2.6062 -0.3609 -0.43 1.99 -0.01
H -0.6752 -0.6907 1.4294 0.09 -0.97 1.06
H -1.9075 -1.5723 -0.5744 0.16 -0.05 -0.02
H -0.5773 -2.6527 -0.1240 0.05 1.30 -0.25
H -0.3785 -1.4529 -1.4785 -0.09 -0.25 0.00
H -2.4554 1.1487 1.3354 -0.62 0.07 -1.36
H -2.5985 0.4502 -0.4965 0.03 1.14 1.83
H -2.3325 2.1786 -0.2287 0.31 -0.12 0.61
```
Positions in Å, forces in eV/Å.

Results of the Löwdin charge analysis, in e, for atoms 1 through 5: atom 1 (C): 0.012, atom 2 (C): 0.038, atom 3 (C): -0.077, atom 4 (C): -0.141, atom 5 (C): 0.138



no.,strongest force on any atom (eV/Å)
1,4.62
2,4.78
3,2.71
4,5.26
5,8.46
6,3.60
7,6.30
8,5.96